Molecular formula: C4H16NO2
Method: DFT, ωB97M-V with the def2-TZVPD basis set

The geometry in XYZ format:
```
23
Properties=species:S:1:pos:R:3:forces:R:3:mulliken_charge:R:1
C 0.12549 -1.52385 -1.66889 0.631 1.249 -0.413 -1.2552
C 0.23723 -0.15060 -0.99452 -1.883 -0.826 0.223 0.1172
C -0.17137 1.05680 -1.92668 0.442 -0.278 -1.186 -0.5975
C 0.20385 2.50483 -1.59630 -0.530 -1.173 0.061 -0.6418
N -0.71338 -0.22292 0.22453 1.547 1.167 -1.370 -0.2609
H 0.18023 -2.29343 -0.90779 -0.087 -0.324 -0.145 0.4608
H 0.88239 -1.66537 -2.44069 0.263 -0.054 0.295 0.3880
H -0.80829 -1.51436 -2.23372 -0.272 -0.437 0.348 0.4151
H 1.17689 0.22687 -0.58043 0.494 -0.472 -0.202 0.3882
H 0.22216 0.78438 -2.91905 0.803 0.216 0.370 0.4435
H -1.28443 0.95073 -2.04647 -0.191 0.651 1.024 0.4414
H -0.15505 3.37028 -2.18981 0.238 0.017 0.128 0.4090
H -0.17799 2.62601 -0.57336 -0.200 0.520 -0.091 0.2844
H 1.30595 2.44146 -1.75036 -0.118 0.398 -0.312 0.3586
H -0.66960 0.69273 0.66843 -0.453 -0.145 0.647 0.3377
H -1.66297 -0.42298 -0.08501 -0.192 -0.349 0.404 0.3799
H -0.34772 -0.93023 0.88346 -0.702 -0.348 0.467 0.3522
H 1.50663 -0.84806 3.72339 0.727 -0.866 0.129 0.3350
H 1.44523 0.56240 4.15231 -0.027 0.630 0.416 0.3165
O 0.98406 -0.06733 3.60354 -0.404 0.153 -0.599 -0.6993
H -0.24789 -1.35326 3.05826 -0.367 0.148 -1.357 0.3561
H -1.21474 -2.33780 3.17124 -1.155 -1.160 -0.272 0.3587
O -0.81668 -1.88630 2.42792 1.435 1.280 1.433 -0.6877
```
Forces are in eV/Å.

The value obtained for the total energy is -366.42901 Eh. The value obtained for the gap between HOMO and LUMO (alpha / beta) is 0.4218 / 0.1245 hartree. The multiplicity is 2. For the energy above the lowest of the compared OMol25 structures with the same formula, charge and spin, the calculation gives 1.5570 eV. Its total charge is +2. Its expectation value of S² is 0.752.